(1)
Density functional theory data (wB97M-V/def2-TZVPD) for C56H63BiFN10O7PS2 as an isolated structure.

Atoms and positions in Å:
Bi1 -0.3258 1.2658 -0.0602
C1 -2.7212 -5.3851 -4.3146
C2 -1.2697 -4.9092 -4.3893
N1 -0.9611 -3.9741 -3.3274
C3 -1.1376 -2.6357 -3.5752
C4 -1.1250 -1.6703 -2.6328
C5 -1.3531 -0.1817 -3.0180
O1 -0.9559 0.1284 -4.1452
O2 -1.8860 0.5345 -2.1537
C6 -0.8754 -2.0269 -1.2657
O3 -1.0726 -1.3056 -0.2884
C7 -0.4254 -3.4043 -1.0662
C8 0.0428 -3.7378 0.1988
C9 0.2900 -5.0500 0.5009
F1 0.7626 -5.3810 1.7336
C10 0.0275 -6.0629 -0.4249
C11 -0.3844 -5.7161 -1.7048
C12 -0.5861 -4.3785 -2.0719
N2 0.1201 -7.4470 -0.1035
C13 0.0249 -7.8513 1.2796
C14 -0.4528 -9.3027 1.3178
N3 0.5400 -10.1393 0.5858
C15 0.6856 -9.6800 -0.8232
C16 1.1164 -8.2138 -0.8094
H1 -2.9267 -6.0929 -5.1138
H2 -3.3992 -4.5416 -4.4173
H3 -2.9186 -5.8654 -3.3588
H4 -1.0996 -4.4040 -5.3425
H5 -0.5882 -5.7622 -4.3460
H6 -1.3248 -2.3655 -4.6041
H7 0.2060 -2.9362 0.9059
H8 -0.5616 -6.5161 -2.4059
H9 -0.7032 -7.2247 1.7936
H10 0.9802 -7.7700 1.8253
H11 -1.4186 -9.3939 0.8189
H12 -0.5375 -9.6568 2.3461
H13 0.2785 -11.1299 0.6185
H14 1.4507 -10.0246 1.0516
H15 -0.2816 -9.7802 -1.3182
H16 1.4247 -10.2985 -1.3341
H17 1.1913 -7.8453 -1.8314
H18 2.1169 -8.1290 -0.3481
C17 -4.9967 -3.3730 1.0890
C18 -4.5401 -3.0259 2.3482
C19 -3.6650 -1.9631 2.5039
C20 -3.2495 -1.2278 1.4006
C21 -3.7431 -1.5556 0.1410
C22 -4.5955 -2.6342 -0.0133
P1 -2.1675 0.2434 1.5458
C23 -1.7557 0.2540 3.3160
C24 -1.1160 -0.8608 3.8520
C25 -0.7704 -0.8951 5.1879
C26 -1.0618 0.1879 6.0036
C27 -1.6809 1.3063 5.4702
C28 -2.0241 1.3471 4.1290
C29 -3.4639 1.5179 1.4082
C30 -4.6580 1.3828 2.0803
C31 -5.6857 2.3152 1.8983
C32 -5.5013 3.3773 1.0564
C33 -4.2846 3.5602 0.3692
C34 -4.0797 4.6640 -0.4857
C35 -2.9141 4.7847 -1.1872
C36 -1.8966 3.8255 -1.0477
C37 -2.0238 2.7690 -0.1803
C38 -3.2346 2.6090 0.5306
H19 -5.6794 -4.2047 0.9738
H20 -4.8699 -3.5759 3.2191
H21 -3.3195 -1.6956 3.4916
H22 -3.4462 -0.9577 -0.7072
H23 -4.9623 -2.9021 -0.9950
H24 -0.8704 -1.6844 3.1986
H25 -0.2621 -1.7593 5.5915
H26 -0.7865 0.1652 7.0492
H27 -1.8911 2.1573 6.1031
H28 -2.4884 2.2237 3.7046
H29 -4.8107 0.5527 2.7583
H30 -6.6234 2.1859 2.4217
H31 -6.2906 4.1009 0.9006
H32 -4.8649 5.4052 -0.5748
H33 -2.7688 5.6236 -1.8566
H34 -0.9866 3.9504 -1.6158
C39 3.8173 7.3371 5.1196
C40 3.1842 6.3712 4.1631
C41 1.8302 6.4463 3.8618
C42 1.2584 5.5663 2.9582
C43 2.0509 4.6130 2.3488
C44 3.3970 4.5149 2.6423
C45 3.9598 5.3872 3.5568
S1 1.3420 3.5913 1.0464
O4 2.4671 3.0515 0.3111
O5 0.4782 4.4594 0.2843
N4 0.4409 2.4496 1.7443
C46 1.1804 1.7457 2.7591
C47 1.2800 0.2040 2.5785
O6 1.9463 -0.4073 3.4007
O7 0.6408 -0.2921 1.6115
H35 3.1546 8.1742 5.3226
H36 4.7504 7.7210 4.7110
H37 4.0438 6.8402 6.0627
H38 1.2228 7.2111 4.3249
H39 0.2152 5.6213 2.6925
H40 3.9863 3.7666 2.1340
H41 5.0115 5.3176 3.7926
H42 0.7110 1.9079 3.7375
H43 2.2091 2.1118 2.8161
C48 6.5730 -1.3439 -0.5777
C49 5.4352 -0.4454 -0.0958
C50 4.2843 -0.4066 -1.0418
N5 3.6538 -1.4022 -1.5426
N6 2.6534 -1.0692 -2.3703
C51 2.5153 0.2126 -2.5214
N7 1.7024 0.8594 -3.3565
S2 3.6749 1.1541 -1.5693
H44 7.4062 -1.2782 0.1188
H45 6.9155 -1.0258 -1.5603
H46 6.2421 -2.3761 -0.6510
H47 5.7991 0.5798 0.0125
H48 5.0816 -0.7814 0.8840
H49 0.8803 0.3924 -3.7218
H50 1.5910 1.8676 -3.1710
C52 0.1043 3.5138 -4.7934
N8 0.8408 4.6825 -4.3640
C53 1.5639 5.3325 -5.4348
C54 1.4627 4.6138 -3.1242
N9 1.5664 3.4939 -2.5326
N10 1.9087 5.8520 -2.6684
C55 2.7409 5.8872 -1.4844
C56 0.9595 6.9446 -2.7155
H51 -0.6176 3.8256 -5.5496
H52 -0.4281 3.0955 -3.9447
H53 0.7476 2.7349 -5.2129
H54 2.2459 4.6333 -5.9383
H55 2.1540 6.1532 -5.0367
H56 0.8621 5.7220 -6.1764
H57 1.9002 3.5339 -1.5760
H58 3.5109 5.1198 -1.5469
H59 2.1671 5.7342 -0.5626
H60 3.2244 6.8655 -1.4385
H61 0.3194 6.8404 -3.5881
H62 1.5047 7.8892 -2.7778
H63 0.3385 6.9526 -1.8112

Values from the calculation:
- net charge = 0
- frontier orbital gap (Ha) = 0.1698

Atomic partial charges in e from the Löwdin method, atoms 1 to 8: number 1, Bi, carries 1.800; number 2, C, carries -0.063; number 3, C, carries -0.197; number 4, N, carries -0.042; number 5, C, carries 0.038; number 6, C, carries -0.014; number 7, C, carries -0.669; number 8, O, carries -0.020

(2)
Density functional theory data (wB97M-V/def2-TZVPD) for a 2-piece molecular cluster, C56H64N4O4 overall.

Atoms and positions in Å:
C1 -2.4061 -0.7056 -4.1851
C2 -1.4951 -1.8951 -3.9356
C3 -2.2633 -2.9606 -3.1489
C4 -1.1389 -2.4672 -5.3162
C5 -0.1882 -1.5603 -3.1690
C6 0.7156 -2.6109 -3.0098
C7 1.9523 -2.4093 -2.4032
C8 2.3432 -1.1221 -2.0304
C9 1.5477 -0.0172 -2.3332
C10 2.2180 1.3798 -2.5140
C11 1.6558 2.4506 -1.5963
C12 2.0572 1.8134 -3.9804
C13 3.7191 1.3274 -2.1932
C14 0.1694 -0.3073 -2.6320
N1 -0.8811 0.5111 -2.0945
C15 -1.5753 0.1843 -0.9480
C16 -1.3614 -0.9665 -0.2096
C17 -2.4200 -1.5213 0.5845
C18 -3.7689 -1.4136 0.1242
C19 -4.8109 -1.5335 1.0121
C20 -4.4812 -1.7755 2.3650
N2 -5.3184 -1.1095 3.3100
O1 -5.0146 -1.0607 4.5180
O2 -6.3331 -0.5324 2.8319
C21 -3.2111 -2.2653 2.7486
C22 -2.1754 -2.1493 1.8423
N3 -2.2866 1.3013 -0.5652
C23 -2.9571 1.5161 0.6875
C24 -2.2789 1.3610 1.9341
C25 -0.7656 1.6463 2.2240
C26 -0.3843 1.1092 3.6096
C27 -0.5160 3.1578 2.1398
C28 0.1884 1.0325 1.2406
C29 -3.0955 1.1438 3.0567
C30 -4.3671 1.7136 3.0953
C31 -4.8613 2.2805 1.9333
C32 -4.2973 1.9719 0.6865
C33 -5.2863 2.2108 -0.4944
C34 -6.7006 1.7424 -0.0848
C35 -4.9936 1.4703 -1.7851
C36 -5.3757 3.7193 -0.7360
C37 -2.0643 2.2859 -1.5180
C38 -1.2531 1.7886 -2.4682
H1 -1.8883 0.1016 -4.7189
H2 -3.2496 -1.0350 -4.8067
H3 -2.8328 -0.3196 -3.2553
H4 -1.6751 -3.8807 -3.0483
H5 -2.5043 -2.5940 -2.1440
H6 -3.1992 -3.2105 -3.6662
H7 -0.5331 -3.3760 -5.2527
H8 -2.0645 -2.7132 -5.8536
H9 -0.5912 -1.7234 -5.9094
H10 0.4577 -3.6034 -3.3863
H11 2.6276 -3.2506 -2.2452
H12 3.3294 -0.9987 -1.5609
H13 1.6012 2.0782 -0.5702
H14 2.3213 3.3270 -1.5998
H15 0.6682 2.7941 -1.9090
H16 2.5209 1.0752 -4.6499
H17 1.0027 1.9028 -4.2616
H18 2.5404 2.7862 -4.1335
H19 4.2612 0.6022 -2.8119
H20 4.1595 2.3164 -2.3838
H21 3.8877 1.1006 -1.1322
H22 -0.4822 -1.5520 -0.4353
H23 -3.9693 -1.2065 -0.9326
H24 -5.8455 -1.3223 0.7662
H25 -3.0721 -2.6456 3.7567
H26 -1.1452 -2.4474 2.0685
H27 -0.6145 0.0363 3.6918
H28 0.6914 1.2306 3.8069
H29 -0.9133 1.6456 4.4081
H30 -0.7199 3.5132 1.1218
H31 -1.1610 3.7039 2.8375
H32 0.5341 3.3825 2.3761
H33 -0.0058 1.3320 0.2135
H34 1.2181 1.3164 1.4974
H35 0.1444 -0.0586 1.2639
H36 -2.7335 0.6381 3.9579
H37 -4.9215 1.7889 4.0350
H38 -5.7698 2.8845 1.9904
H39 -7.1396 2.3671 0.7000
H40 -7.3668 1.8090 -0.9550
H41 -6.6889 0.7013 0.2610
H42 -4.2041 1.9353 -2.3759
H43 -4.7594 0.4189 -1.5827
H44 -5.9030 1.4905 -2.4047
H45 -4.4092 4.1372 -1.0379
H46 -6.1054 3.9198 -1.5297
H47 -5.6996 4.2354 0.1759
H48 -2.5341 3.2552 -1.4347
H49 -0.9260 2.2346 -3.3923
O3 4.4759 1.8336 4.7886
C39 5.4983 1.6001 4.1112
O4 6.6026 1.0659 4.3031
C40 5.2917 2.0250 2.6005
C41 6.6096 2.2980 1.8450
C42 6.8982 1.0047 1.1640
C43 5.7629 0.1772 1.2533
C44 5.7971 -1.1366 0.7760
C45 6.9296 -1.5677 0.0887
C46 8.0666 -0.7480 0.0062
C47 8.0605 0.5340 0.5687
N4 4.7762 0.8038 2.0127
C48 3.5453 0.3095 2.3187
C49 2.8935 -0.6536 1.5492
C50 1.7506 -1.3405 2.0078
C51 1.6198 -2.7821 1.8282
C52 1.9222 -3.6815 2.8828
C53 2.0308 -5.0410 2.6142
C54 1.7809 -5.5393 1.3264
C55 1.3790 -4.6692 0.3051
C56 1.2983 -3.3057 0.5638
H50 4.5780 2.8557 2.5577
H51 6.4533 3.0932 1.1040
H52 7.4313 2.6139 2.4939
H53 4.9635 -1.8152 0.9537
H54 6.9278 -2.5590 -0.3658
H55 8.9625 -1.1266 -0.4815
H56 8.9468 1.1666 0.5650
H57 3.0867 0.7297 3.2262
H58 3.2703 -0.8940 0.5534
H59 1.2384 -0.8879 2.8663
H60 2.1143 -3.2657 3.8761
H61 2.3493 -5.7219 3.4073
H62 1.8933 -6.6026 1.1109
H63 1.1779 -5.0342 -0.7048
H64 1.0390 -2.5961 -0.2178

Values from the calculation:
- net charge = 0
- frontier orbital gap (Ha) = 0.1786
- ΔE to the lowest compared entry with this formula, charge and spin (kcal per mole) = 28.3

Atomic partial charges in e from the Löwdin method, atoms 1 to 8: number 1, C, carries -0.046; number 2, C, carries -0.532; number 3, C, carries -0.031; number 4, C, carries -0.047; number 5, C, carries -0.092; number 6, C, carries -0.041; number 7, C, carries -0.080; number 8, C, carries -0.049

(3)
Density functional theory data (wB97M-V/def2-TZVPD) for C56H65N2O6PSc as an isolated structure.

Atoms and positions in Å:
Sc1 0.0124 -0.0654 -0.1585
O1 2.6729 1.2898 -3.6341
C1 1.8785 1.1665 -2.5869
O2 1.8539 0.1847 -1.8665
C2 0.9907 2.3264 -2.3171
C3 1.0183 3.5275 -3.0101
C4 0.1464 4.5373 -2.5959
C5 -0.6800 4.3163 -1.5113
C6 -0.6379 3.0750 -0.8612
N1 0.1737 2.0863 -1.2903
C7 -1.4699 2.6174 0.2538
O3 -2.4246 3.3974 0.7734
O4 -1.3427 1.4553 0.6413
H1 3.2375 0.5076 -3.7610
H2 1.7035 3.6697 -3.8299
H3 0.1295 5.4839 -3.1143
H4 -1.3405 5.1036 -1.1762
H5 -2.4498 4.2769 0.3748
C8 5.9398 -0.2598 5.2425
C9 5.1988 -1.2604 4.3485
C10 4.4055 -2.2190 5.2533
C11 6.2424 -2.0550 3.5528
C12 4.1978 -0.6011 3.4090
C13 3.5276 -1.3556 2.4818
C14 2.4913 -0.7928 1.7075
N2 1.6660 -1.4008 0.8568
C15 1.4630 -2.6962 0.6184
C16 1.8303 -3.8026 1.4145
C17 1.5464 -5.0724 1.0019
C18 0.9816 -5.2595 -0.2895
C19 0.5261 -4.2447 -1.0868
C20 0.6668 -2.9011 -0.5904
O5 0.1523 -1.8723 -1.1345
C21 -0.0977 -4.4883 -2.4582
C22 -1.5292 -3.9361 -2.5402
C23 0.7777 -3.7529 -3.4834
C24 -0.1692 -5.9746 -2.8230
C25 1.8194 -6.2843 1.8720
C26 0.5165 -7.0750 2.0442
C27 2.3114 -5.9048 3.2728
C28 2.8872 -7.1490 1.1909
C29 2.1899 0.6423 1.7948
O6 1.2517 1.0758 1.0633
C30 2.9449 1.4236 2.7315
C31 3.8789 0.7737 3.5036
C32 2.7918 2.9347 2.9007
C33 2.4042 3.2502 4.3530
C34 4.1384 3.5889 2.5547
C35 1.7104 3.5549 2.0101
H6 6.6371 -0.7970 5.8831
H7 6.5127 0.4518 4.6505
H8 5.2549 0.2813 5.8929
H9 5.0727 -2.7261 5.9465
H10 3.6643 -1.6694 5.8301
H11 3.8895 -2.9719 4.6636
H12 6.9795 -2.4825 4.2285
H13 5.7868 -2.8710 3.0001
H14 6.7563 -1.4060 2.8480
H15 3.8098 -2.3788 2.3073
H16 2.2475 -3.6222 2.3885
H17 0.8868 -6.2738 -0.6385
H18 -1.5898 -2.9314 -2.1343
H19 -1.8416 -3.9065 -3.5821
H20 -2.2223 -4.5765 -2.0010
H21 0.8042 -2.6922 -3.2467
H22 1.7939 -4.1412 -3.4663
H23 0.3765 -3.8802 -4.4863
H24 -0.7796 -6.5190 -2.1055
H25 -0.6394 -6.0800 -3.7985
H26 0.8157 -6.4324 -2.8722
H27 -0.2231 -6.4497 2.5407
H28 0.1126 -7.4015 1.0910
H29 0.6963 -7.9597 2.6508
H30 1.6208 -5.2132 3.7526
H31 2.3641 -6.8015 3.8871
H32 3.3052 -5.4617 3.2410
H33 2.5360 -7.5361 0.2386
H34 3.7836 -6.5593 1.0103
H35 3.1472 -7.9901 1.8285
H36 4.4379 1.3539 4.2180
H37 3.1085 2.8360 5.0667
H38 2.3746 4.3265 4.4990
H39 1.4171 2.8477 4.5675
H40 4.9231 3.2655 3.2314
H41 4.4313 3.3279 1.5401
H42 4.0584 4.6699 2.6224
H43 0.7351 3.1236 2.2279
H44 1.6669 4.6261 2.2041
H45 1.9283 3.4055 0.9549
C36 -2.2853 -4.2940 0.6856
C37 -2.2899 -4.1026 2.1649
C38 -2.5277 -5.1966 2.9879
C39 -2.6237 -5.0631 4.3605
C40 -2.5449 -3.7992 4.9183
C41 -2.3099 -2.7001 4.1126
C42 -2.1404 -2.8327 2.7340
P1 -1.6957 -1.3705 1.6909
C43 -1.7746 -0.0536 2.9723
C44 -2.8176 0.8662 2.9606
C45 -2.8561 1.9118 3.8611
C46 -1.8499 2.0501 4.8009
C47 -0.8188 1.1306 4.8318
C48 -0.7553 0.0794 3.9240
C49 0.3566 -0.9146 4.0720
C50 -3.2579 -1.1864 0.7296
C51 -4.4423 -1.6962 1.2661
C52 -5.6180 -1.6939 0.5434
C53 -5.6288 -1.1690 -0.7385
C54 -4.4690 -0.6415 -1.2682
C55 -3.2601 -0.6439 -0.5636
C56 -2.0753 -0.0725 -1.2707
H46 -1.9009 -5.2744 0.4161
H47 -1.6928 -3.5226 0.1950
H48 -3.3096 -4.2206 0.3175
H49 -2.6520 -6.1698 2.5353
H50 -2.7728 -5.9311 4.9857
H51 -2.6613 -3.6619 5.9827
H52 -2.2838 -1.7218 4.5670
H53 -3.6019 0.7637 2.2271
H54 -3.6586 2.6284 3.8140
H55 -1.8742 2.8638 5.5112
H56 -0.0462 1.2008 5.5858
H57 1.2997 -0.4071 4.2743
H58 0.4635 -1.5338 3.1789
H59 0.1427 -1.5766 4.9154
H60 -4.4366 -2.1055 2.2660
H61 -6.5177 -2.1040 0.9739
H62 -6.5357 -1.1758 -1.3246
H63 -4.4841 -0.2306 -2.2687
H64 -2.3435 0.9062 -1.6893
H65 -1.7871 -0.7267 -2.1050

Values from the calculation:
- net charge = +1
- frontier orbital gap (alpha / beta) (Ha) = 0.2021 / 0.2007
- ΔE to the lowest compared entry with this formula, charge and spin (kcal per mole) = 10.3

Atomic partial charges in e from the Löwdin method, atoms 1 to 8: number 1, Sc, carries 0.962; number 2, O, carries 0.174; number 3, C, carries -0.417; number 4, O, carries 0.098; number 5, C, carries -0.138; number 6, C, carries 0.058; number 7, C, carries 0.000; number 8, C, carries 0.046

Taking the records one at a time from the top gives F_max values of 0.03310, 0.07101, 0.04838 hartree/bohr.